[1]
Density functional theory data (the ωB97M-V functional and the def2-TZVPD basis) for a structure of composition C23H22CoN6O4S2 at a distorted geometry.

Last column: Mulliken spin population.
Atoms and positions in Å:
Co -0.314 -0.286 0.394  2.794
N 1.939 -0.231 -0.209  0.041
N 2.610 -0.149 1.028  -0.006
C 1.864 -0.358 2.207  -0.005
O 2.457 -0.707 3.216  0.011
O 0.600 -0.153 2.089  0.068
H 2.143 -1.111 -0.674  -0.002
H 2.245 0.533 -0.802  -0.001
H 3.556 -0.498 1.060  0.000
O -4.316 -0.855 0.428  0.007
S -2.960 -1.126 0.077  -0.034
O -2.075 -1.533 1.173  0.067
N -2.099 0.163 -0.490  0.345
C -2.528 1.432 -0.433  0.119
C -3.860 1.878 -0.491  0.190
C -4.141 3.234 -0.379  -0.045
C -3.137 4.171 -0.246  0.260
C -1.775 3.772 -0.212  -0.026
C -0.699 4.668 -0.067  0.043
C 0.574 4.172 0.044  -0.020
C 0.767 2.786 0.046  0.012
N -0.219 1.922 -0.103  0.055
C -1.468 2.401 -0.266  0.071
C -2.888 -2.322 -1.223  0.017
C -3.851 -3.318 -1.217  0.001
C -3.836 -4.269 -2.224  -0.001
C -2.871 -4.211 -3.219  0.003
C -1.905 -3.213 -3.207  -0.002
C -1.908 -2.259 -2.204  -0.003
H -4.659 1.163 -0.620  -0.001
H -5.173 3.555 -0.397  0.004
H -3.374 5.223 -0.149  0.003
H -0.896 5.732 -0.027  0.003
H 1.423 4.830 0.154  0.001
H 1.761 2.381 0.198  -0.004
H -4.596 -3.343 -0.433  0.000
H -4.583 -5.050 -2.232  0.000
H -2.875 -4.944 -4.015  0.000
H -1.151 -3.179 -3.982  0.000
H -1.162 -1.477 -2.182  -0.013
N 0.132 -3.193 2.603  0.006
C 1.001 -3.187 1.598  -0.005
S 0.437 -2.874 0.003  0.045
N 2.277 -3.450 1.912  0.003
C 3.461 -3.421 1.127  -0.002
C 3.546 -3.863 -0.190  0.005
C 4.756 -3.782 -0.867  0.000
C 5.888 -3.286 -0.241  0.000
C 5.807 -2.873 1.081  0.000
C 4.605 -2.942 1.764  0.000
H -0.796 -2.856 2.417  0.002
H 0.457 -3.120 3.556  -0.001
H 2.469 -3.421 2.904  0.000
H 2.691 -4.293 -0.680  -0.002
H 4.807 -4.132 -1.890  0.000
H 6.827 -3.232 -0.776  0.000
H 6.687 -2.497 1.586  0.000
H 4.543 -2.603 2.791  0.000

Properties
- <S²>: 6.046
- Multiplicity: 5
- Orbital gap (spin up / spin down): 0.26226 / 0.17824 hartree
- Maximum force: 2.1 eV Å⁻¹
- Total charge: +1

***

[2]
Density functional theory data (the ωB97M-V functional and the def2-TZVPD basis) for the ion C23H22F2N with charge +1 at a distorted geometry.

Last column: Löwdin charge in e.
Atoms and positions in Å:
F -4.857 -2.536 -0.267  0.055
C -3.492 -2.469 -0.393  -0.224
C -2.795 -3.662 -0.517  0.013
C -1.416 -3.541 -0.669  -0.045
C -0.772 -2.305 -0.575  -0.045
C -1.465 -1.158 -0.251  -0.144
C -0.639 0.150 -0.040  -0.113
C -1.537 1.348 0.302  -0.225
C -1.331 2.592 -0.338  -0.047
C -2.045 3.727 0.047  -0.050
C -3.107 3.645 0.946  0.014
C -3.374 2.382 1.440  -0.220
F -4.514 2.216 2.189  0.052
C -2.599 1.240 1.189  0.013
N 0.478 0.059 1.011  0.046
C 0.757 1.397 1.608  -0.113
C 2.140 1.389 2.268  -0.134
C 2.889 0.161 1.778  -0.111
C 1.957 -0.650 0.846  -0.124
C 2.382 -0.726 -0.572  -0.240
C 2.653 -1.978 -1.155  -0.050
C 2.896 -2.073 -2.520  -0.051
C 3.005 -0.881 -3.265  -0.051
C 2.896 0.376 -2.641  -0.054
C 2.611 0.458 -1.281  -0.038
C -2.876 -1.211 -0.341  0.047
H -3.316 -4.611 -0.548  0.130
H -0.817 -4.426 -0.858  0.115
H 0.288 -2.208 -0.812  0.088
H -0.153 0.389 -0.994  0.152
H -0.595 2.674 -1.158  0.128
H -1.798 4.704 -0.389  0.123
H -3.743 4.513 1.167  0.138
H -2.914 0.276 1.613  0.138
H 0.081 -0.513 1.741  0.173
H -0.070 1.546 2.326  0.149
H 0.753 2.124 0.790  0.118
H 2.043 1.441 3.370  0.129
H 2.640 2.297 1.925  0.120
H 3.158 -0.468 2.632  0.124
H 3.827 0.439 1.279  0.132
H 1.845 -1.666 1.271  0.154
H 2.637 -2.873 -0.522  0.127
H 2.988 -3.058 -2.997  0.121
H 3.202 -0.941 -4.337  0.113
H 3.022 1.303 -3.217  0.117
H 2.581 1.420 -0.763  0.123
H -3.505 -0.314 -0.315  0.128

Properties
- Energy relative to the best compared isomer or geometry (same formula, charge and spin): 0.0 kcal/mol
- Structure (SMILES): Fc1cccc(C(c2cccc(F)c2)[N@@H+]2CCC[C@@H]2c2ccccc2)c1
- Orbital gap: 0.35231 hartree
- Maximum force: 1.7 eV Å⁻¹
- Total charge: +1

***

[3]
Density functional theory data (the ωB97M-V functional and the def2-TZVPD basis) for the molecule C23H22FN3O2 at a distorted geometry.

Last column: Löwdin charge in e.
Atoms and positions in Å:
C 4.417 -2.320 -1.733  -0.082
O 4.640 -1.030 -1.219  -0.098
C 3.593 -0.153 -1.192  -0.290
C 2.310 -0.429 -1.646  -0.014
C 1.320 0.533 -1.535  -0.034
C 1.581 1.781 -0.993  -0.228
C 0.479 2.799 -0.818  -0.183
N 0.244 3.213 0.561  -0.057
C 0.140 2.105 1.510  -0.168
C -0.938 1.159 1.102  -0.135
C -2.244 1.470 0.823  0.020
N -2.867 0.323 0.441  -0.081
C -4.195 0.134 0.071  -0.176
C -5.099 1.193 0.000  -0.024
C -6.411 0.957 -0.369  -0.077
C -6.847 -0.320 -0.675  -0.020
C -5.933 -1.357 -0.600  -0.270
F -6.341 -2.608 -0.895  0.062
C -4.618 -1.158 -0.235  0.061
N -2.023 -0.713 0.463  0.159
C -0.848 -0.240 0.856  -0.166
C 0.280 -1.123 0.976  -0.220
C 0.397 -2.439 0.609  -0.001
C 1.705 -2.832 0.964  -0.034
C 2.301 -1.739 1.526  -0.318
C 3.662 -1.539 2.089  0.007
O 1.441 -0.700 1.535  0.076
C 2.875 2.054 -0.559  -0.034
C 3.868 1.104 -0.653  -0.003
H 3.648 -2.849 -1.162  0.079
H 4.131 -2.287 -2.789  0.097
H 5.367 -2.844 -1.635  0.095
H 2.061 -1.389 -2.068  0.111
H 0.322 0.296 -1.877  0.121
H -0.457 2.384 -1.203  0.109
H 0.706 3.704 -1.389  0.122
H 0.999 3.819 0.867  0.100
H -0.108 2.546 2.482  0.125
H 1.081 1.547 1.615  0.106
H -2.735 2.418 0.870  0.127
H -4.787 2.198 0.230  0.100
H -7.104 1.783 -0.421  0.107
H -7.866 -0.518 -0.963  0.115
H -3.920 -1.976 -0.180  0.115
H -0.364 -3.031 0.147  0.111
H 2.143 -3.802 0.835  0.109
H 4.078 -2.493 2.399  0.087
H 3.614 -0.868 2.944  0.088
H 4.325 -1.094 1.347  0.069
H 3.108 3.023 -0.139  0.115
H 4.871 1.309 -0.311  0.119

Properties
- Energy relative to the best compared isomer or geometry (same formula, charge and spin): 65.4 kcal/mol
- Structure (SMILES): COc1ccc(CNCc2cn(-c3cccc(F)c3)nc2-c2ccc(C)o2)cc1
- Orbital gap: 0.30264 hartree
- Maximum force: 1.5 eV Å⁻¹
- Total charge: 0